C2H8NS2 | ωB97M-V with the def2-TZVPD basis set

Atoms and positions in Å:
C 1.288 -0.174 -1.293
C -0.775 0.079 -0.272
N 0.615 -0.249 -0.032
S -1.698 -1.362 -0.347
S -1.036 1.682 -0.516
H 2.374 -0.111 -1.207
H 0.891 -0.847 -2.027
H 0.948 0.825 -1.719
H -2.178 1.051 2.164
H 0.786 -1.212 0.417
H 1.120 0.577 0.338
H -2.606 -0.900 -1.232
H -1.746 1.568 2.033

Cartesian forces, eV/Å:
C 0.7 2.0 -3.8
C -1.1 2.4 -0.3
N 1.6 -1.1 1.6
S -0.5 -0.1 -0.2
S -0.5 -1.7 0.1
H -0.2 -0.6 0.1
H 0.2 -0.9 -0.1
H 0.8 -1.1 0.6
H -1.6 -1.8 0.6
H -0.2 1.9 -0.2
H -0.8 -0.7 1.6
H 0.0 0.0 0.3
H 1.5 1.8 -0.3

Values from the calculation:
Largest force on an atom, eV/Å: 4.4
HOMO-LUMO gap, eV: 8.574
Total charge: +1
Energy above the lowest of the compared OMol25 structures with the same formula, charge and spin, eV: 2.872

***

C3H10NS2 | ωB97M-V with the def2-TZVPD basis set

Atoms and positions in Å:
N 1.024 -0.828 -0.261
C 0.495 0.509 0.273
C 0.714 0.643 1.756
C -1.015 0.581 -0.035
S -1.359 0.524 -1.831
S -1.430 -1.549 -2.282
H 0.779 -1.590 0.372
H 0.576 -0.897 -1.181
H 2.018 -0.709 -0.420
H 1.049 1.290 -0.246
H 1.703 0.993 2.033
H 0.025 1.375 2.183
H 0.533 -0.286 2.310
H -1.575 -0.214 0.445
H -1.292 1.591 0.260
H -2.244 -1.433 -3.375

Cartesian forces, eV/Å:
N -0.3 1.7 0.0
C -0.7 -0.3 0.4
C 0.1 -0.1 0.9
C 0.9 -0.1 -1.1
S 0.1 0.0 -0.2
S -0.3 0.2 -0.1
H 0.2 -0.1 -0.3
H 0.1 -0.6 -0.2
H 0.4 -0.6 0.2
H -0.2 -0.1 -0.3
H 0.3 -0.1 -0.2
H 0.0 0.0 -0.2
H -0.1 0.0 -0.2
H -0.2 0.2 0.4
H -0.5 -0.2 0.2
H 0.3 0.1 0.6

Values from the calculation:
Largest force on an atom, eV/Å: 1.8
HOMO-LUMO gap, eV: 9.132
Structure (SMILES): C[C@@H]([NH3+])CSS
Total charge: +1
Energy above the lowest of the compared OMol25 structures with the same formula, charge and spin, eV: 0.497

***

C23H35N3O3 | ωB97M-V with the def2-TZVPD basis set

Atoms and positions in Å:
C 7.599 0.199 1.791
H 7.668 1.240 1.489
H 6.750 0.080 2.460
H 8.506 -0.057 2.334
C 7.455 -0.724 0.587
N 6.181 -0.569 -0.097
C 6.023 0.744 -0.712
C 5.087 1.671 0.080
N 3.754 1.125 0.236
C 2.874 1.281 -0.777
O 3.176 1.846 -1.817
C 1.486 0.770 -0.556
C 0.706 1.231 0.496
C -0.609 0.824 0.643
C -1.167 -0.066 -0.269
C -0.386 -0.521 -1.334
C 0.916 -0.099 -1.482
H 1.506 -0.441 -2.318
H -0.832 -1.205 -2.039
O -2.431 -0.565 -0.225
C -3.344 -0.125 0.768
C -4.478 -1.155 0.806
H -4.057 -2.151 0.946
H -5.133 -0.927 1.648
C -5.280 -1.117 -0.498
N -5.793 0.212 -0.725
C -7.070 0.624 -0.516
O -7.364 1.804 -0.469
C -8.100 -0.461 -0.382
C -9.466 -0.061 0.089
C -8.566 -0.826 1.003
H -8.123 -0.300 1.835
H -8.787 -1.864 1.209
H -10.321 -0.561 -0.338
H -9.615 0.988 0.290
H -8.032 -1.251 -1.119
C -4.742 1.201 -0.843
C -3.912 1.262 0.440
H -3.103 1.981 0.308
H -4.541 1.591 1.268
H -5.211 2.166 -1.038
H -4.098 0.928 -1.685
H -6.091 -1.841 -0.449
H -4.616 -1.379 -1.329
H -2.846 -0.109 1.749
H -1.182 1.212 1.471
H 1.122 1.931 1.206
C 3.555 0.279 1.387
H 2.629 -0.283 1.291
H 4.394 -0.416 1.455
H 3.513 0.881 2.301
H 4.998 2.608 -0.476
H 5.482 1.875 1.075
H 5.597 0.638 -1.711
H 6.993 1.248 -0.823
C 5.939 -1.658 -1.035
C 4.467 -1.787 -1.413
H 3.864 -1.966 -0.527
H 4.101 -0.890 -1.903
H 4.342 -2.625 -2.095
H 6.251 -2.587 -0.551
H 6.545 -1.542 -1.951
H 7.514 -1.758 0.939
H 8.304 -0.555 -0.101

Cartesian forces, eV/Å:
C 0.0 -0.2 -0.2
H 0.0 0.1 0.0
H -0.1 0.0 0.1
H 0.1 0.0 0.1
C 0.0 0.0 0.2
N 0.1 -0.2 -0.1
C -0.2 0.2 0.2
C 0.2 0.2 -0.4
N 0.2 0.0 0.0
C -0.1 0.0 0.1
O 0.1 0.0 -0.3
C -0.2 0.1 0.0
C 0.2 -0.1 -0.2
C -0.4 -0.1 0.1
C 0.3 0.0 -0.2
C -0.2 0.0 0.1
C 0.1 0.1 0.1
H 0.1 0.0 -0.1
H -0.1 -0.1 -0.1
O 0.1 -0.1 -0.2
C -0.3 0.2 0.6
C 0.3 0.1 -0.3
H 0.0 0.0 0.1
H 0.0 0.0 0.0
C 0.0 -0.3 0.3
N 0.2 0.1 -0.2
C -0.2 -0.2 -0.1
O -0.1 0.3 0.1
C -0.1 0.1 -0.1
C 0.0 0.1 -0.1
C 0.0 -0.2 0.2
H 0.0 0.1 0.0
H 0.0 -0.1 0.0
H 0.0 -0.1 0.0
H 0.1 0.1 0.0
H 0.0 -0.1 0.1
C 0.0 0.4 0.1
C 0.2 -0.3 -0.3
H 0.0 0.0 0.1
H 0.0 0.0 0.0
H 0.1 -0.1 0.0
H 0.0 0.0 0.0
H 0.1 0.0 -0.1
H -0.1 -0.1 0.0
H 0.0 0.0 -0.2
H -0.1 0.0 0.0
H 0.1 0.0 0.1
C -0.1 -0.2 0.4
H 0.1 0.0 0.1
H -0.1 0.0 0.1
H 0.0 0.0 0.0
H 0.1 0.0 0.1
H 0.0 0.0 0.0
H 0.0 0.0 0.0
H 0.0 0.0 -0.1
C -0.2 -0.1 -0.1
C 0.3 0.0 0.0
H -0.1 0.0 0.1
H -0.1 0.1 -0.1
H -0.1 -0.1 -0.1
H 0.1 0.1 -0.1
H 0.0 0.0 0.1
H 0.0 0.0 -0.1
H 0.0 -0.1 0.0

Values from the calculation:
Largest force on an atom, eV/Å: 0.8
HOMO-LUMO gap, eV: 9.088
Structure (SMILES): CCN(CC)CCN(C)C(=O)c1ccc(OC2CCN(C(=O)C3CC3)CC2)cc1
Energy above the lowest of the compared OMol25 structures with the same formula, charge and spin, eV: 1.965

***

C3H3FP2 | ωB97M-V with the def2-TZVPD basis set

Atoms and positions in Å:
C 0.106 1.161 -0.083
C -0.464 -1.468 -0.037
C 1.348 0.598 -0.019
F 2.486 1.318 0.049
P 1.285 -1.747 -0.013
P -1.104 -0.007 0.587
H -0.241 2.176 -0.161
H -1.195 -2.214 -0.130
H -2.220 0.183 -0.194

Cartesian forces, eV/Å:
C 1.1 -1.7 1.0
C 3.9 -1.1 0.4
C -1.2 -1.3 0.1
F -0.5 -0.6 -0.4
P -2.9 4.0 -0.4
P 0.2 1.6 0.1
H 0.7 0.5 0.1
H -0.6 -1.5 -0.1
H -0.7 0.1 -0.7

Values from the calculation:
Largest force on an atom, eV/Å: 5.0
HOMO-LUMO gap, eV: 8.036
Energy above the lowest of the compared OMol25 structures with the same formula, charge and spin, eV: 1.696

***

C8H10 | ωB97M-V with the def2-TZVPD basis set

Atoms and positions in Å:
C -1.527 1.299 -0.276
C -0.363 1.148 0.670
C -0.087 -0.134 1.066
C -0.714 -1.274 0.577
C -1.627 -1.141 -0.396
C -2.037 0.142 -0.845
C 2.189 0.120 -0.100
C 3.407 -0.103 -0.654
H -1.768 2.279 -0.626
H 0.191 1.980 1.112
H 0.553 -0.360 1.803
H -0.396 -2.080 1.287
H -2.132 -2.008 -0.773
H -2.999 0.038 -1.466
H 1.294 -0.103 -0.712
H 2.022 0.517 0.893
H 3.475 -0.619 -1.620
H 4.320 0.022 -0.151

Cartesian forces, eV/Å:
C 3.3 -1.0 1.1
C -3.2 0.0 -1.5
C -2.8 1.0 -1.3
C 1.5 0.2 2.6
C -1.1 0.1 -0.9
C -1.7 -1.0 0.1
C 1.8 -0.4 -2.0
C -2.4 -0.7 0.0
H -0.5 0.4 0.0
H -0.4 0.0 -0.4
H 2.4 -0.1 2.6
H -0.9 -0.4 -1.8
H -0.3 -0.3 -0.3
H 1.8 1.0 0.6
H 0.9 0.2 0.5
H 0.6 0.1 -0.4
H -0.1 0.5 0.3
H 1.0 0.4 0.7

Values from the calculation:
Largest force on an atom, eV/Å: 3.6
HOMO-LUMO gap, eV: 10.223
Structure (SMILES): c1ccccc1.C=C
Energy above the lowest of the compared OMol25 structures with the same formula, charge and spin, eV: 2.905

***

C2H3NO2 | ωB97M-V with the def2-TZVPD basis set

Atoms and positions in Å:
C -1.245 -1.038 -0.221
C 1.380 0.708 -0.176
N -1.944 -0.470 0.555
O -0.562 -1.648 -0.956
O 0.915 0.792 0.921
H 2.333 1.262 -0.478
H 0.914 0.068 -0.933
H -1.792 0.326 1.289

Cartesian forces, eV/Å:
C 1.3 -0.2 0.1
C 1.1 0.4 -0.6
N -0.7 2.5 2.4
O -0.6 0.1 0.0
O -0.2 0.2 0.5
H -0.9 -0.4 0.3
H 0.1 0.0 -0.3
H -0.1 -2.5 -2.4

Values from the calculation:
Largest force on an atom, eV/Å: 3.5
HOMO-LUMO gap, eV: 11.072
Structure (SMILES): N=C=O.C=O
Energy above the lowest of the compared OMol25 structures with the same formula, charge and spin, eV: 1.268

***

C3H8N3 | ωB97M-V with the def2-TZVPD basis set

Atoms and positions in Å:
C 1.187 1.599 1.654
C -0.187 -0.457 -0.264
C -0.876 0.607 -0.954
N 0.506 0.550 1.706
N 0.489 -0.432 0.843
N -0.222 -1.937 -0.722
H 2.071 1.675 0.953
H 0.961 2.248 2.521
H -0.373 1.571 -0.673
H -2.036 0.652 -0.690
H -0.804 0.351 -2.143
H -0.275 -2.317 0.270
H 0.653 -2.013 -1.174
H -1.095 -2.099 -1.327

Cartesian forces, eV/Å:
C 1.6 0.2 0.6
C 1.7 -0.5 3.2
C -2.2 0.3 -2.7
N -1.6 0.3 -0.4
N -0.8 -1.5 -2.0
N -3.0 2.2 1.5
H -1.1 0.5 0.7
H 0.7 0.1 -0.9
H -0.7 -0.8 -0.6
H 2.4 0.0 -0.5
H -0.2 1.1 2.8
H 0.3 -0.5 -1.8
H 1.1 -1.2 -0.8
H 1.8 -0.2 1.0

Values from the calculation:
Largest force on an atom, eV/Å: 4.0
HOMO-LUMO gap, eV: 10.100
Structure (SMILES): C=N/N=C(\C)[NH3+]
Total charge: +1
Energy above the lowest of the compared OMol25 structures with the same formula, charge and spin, eV: 4.009

***

- Among the records above, which one has the lowest energy above the lowest of the compared OMol25 structures with the same formula, charge and spin?
  C3H10NS2

***

- Which of these has the lowest HOMO-LUMO gap?
  C3H3FP2